DFT (ωB97M-V/def2-TZVPD) results for 2 unconnected molecules or ions with the total composition C5H14.

Positions of all 19 atoms, in Å:
C  1.347470  -0.069636  0.549179
C  2.590687  0.441006  1.277205
C  0.545640  1.092650  -0.074378
H  1.657878  -0.773723  -0.227164
H  0.615045  -0.577108  1.183468
H  3.252498  -0.422841  1.406530
H  1.125933  1.686194  -0.778424
H  -0.390136  0.723823  -0.502281
H  0.251935  1.704700  0.786775
H  3.223615  0.958076  0.546279
H  2.320106  1.034193  2.142282
C  -2.488458  -0.387844  -0.237425
C  -1.829066  -1.082835  -1.456062
H  -3.456197  0.049674  -0.481093
H  -2.670718  -1.120608  0.554916
H  -1.896542  0.373204  0.257081
H  -0.819363  -0.728781  -1.553380
H  -2.485852  -0.962115  -2.314142
H  -1.786611  -2.157886  -1.297085

Force components x, y, z for each atom (eV/Å):
C -0.47 0.67 -0.77
C 0.23 -1.18 -1.42
C -0.02 -0.43 0.84
H -0.07 -0.05 0.02
H 0.45 -0.25 0.28
H -0.25 0.06 1.19
H -0.06 0.00 -0.05
H 0.69 0.43 -0.23
H 0.02 0.38 -0.31
H -0.44 0.78 0.22
H 0.49 -0.03 0.21
C -0.43 -0.81 0.39
C -1.00 -0.09 1.00
H 0.05 0.04 -0.05
H -0.13 0.01 -0.08
H 0.02 0.15 -0.24
H 0.28 0.09 -0.76
H 0.54 0.32 -0.37
H 0.12 -0.09 0.12

Results
Lowest unoccupied orbital energy in eV: 1.205
Electronic energy in eV: -5411.421
2S+1: 1
Energy relative to the best compared isomer or geometry (same formula, charge and spin) in kcal per mole: 14.49
HOMO level in eV: -11.21
Structure (SMILES): CCC.CC
HOMO-LUMO gap in eV: 12.414

***

DFT (ωB97M-V/def2-TZVPD) results for 2 unconnected molecules or ions with the total composition C5H12N2O.

Positions of all 20 atoms, in Å:
O  -0.700000  0.530905  2.401662
C  -0.949582  -0.251735  1.499495
N  1.013535  0.401650  -1.617654
C  1.451859  0.965120  -2.855377
C  1.115253  1.320312  -0.564206
C  -0.185947  -1.462102  1.271626
C  -2.059420  0.072997  0.508287
N  0.038943  -1.906806  0.010990
H  2.479191  1.351697  -2.873588
H  1.276402  0.263653  -3.669699
H  0.836704  1.848529  -3.085033
H  1.980275  2.000314  -0.567707
H  0.953202  0.839123  0.398575
H  0.303170  2.089885  -0.598937
H  0.544264  -1.677070  2.055861
H  -2.501545  1.021574  0.814028
H  -1.640305  0.233440  -0.481727
H  -2.874580  -0.645920  0.583570
H  0.640326  -1.271546  -0.536405
H  0.411183  -2.845276  0.004587

Force components x, y, z for each atom (eV/Å):
O 0.22 -0.55 0.46
C -0.95 1.10 -0.91
N -0.68 -0.38 0.37
C -0.20 -0.21 -0.19
C -0.30 0.77 0.18
C 1.47 0.96 -0.39
C -0.06 0.66 0.72
N -0.25 -0.69 1.33
H 0.21 -0.19 0.10
H 0.28 -0.05 -0.03
H -0.14 0.09 0.04
H 0.49 -0.38 0.07
H 0.32 -0.04 0.26
H -0.29 -0.35 -0.03
H -0.61 -0.87 0.37
H 0.17 0.05 0.13
H -0.20 -0.54 -0.23
H 0.22 -0.33 -0.53
H -0.15 0.94 -1.64
H 0.45 0.00 -0.06

Results
Lowest unoccupied orbital energy in eV: -2.597
Electronic energy in eV: -10401.821
2S+1: 1
Energy relative to the best compared isomer or geometry (same formula, charge and spin) in kcal per mole: 152.27
HOMO level in eV: -6.74
HOMO-LUMO gap in eV: 4.142

***

DFT (ωB97M-V/def2-TZVPD) results for 3 unconnected molecules or ions with the total composition C3H12O3.

Positions of all 18 atoms, in Å:
O  10.787921  12.338070  0.043564
H  10.955026  13.260621  0.236475
H  10.277419  12.350830  -0.766040
O  12.707695  14.625807  -0.489883
H  13.602245  14.418632  -0.219535
H  12.751787  14.679105  -1.444584
C  17.660503  15.133629  -0.431949
C  17.818917  14.668039  1.091953
C  16.489929  15.091593  1.797550
O  17.605007  13.265089  0.990632
H  18.308811  14.546733  -1.082613
H  17.993329  16.160490  -0.583190
H  16.620431  14.919222  -0.677647
H  18.822745  14.873270  1.463863
H  16.671868  15.140108  2.871161
H  15.668518  14.481332  1.422085
H  16.265956  16.074779  1.383696
H  18.419254  12.769570  1.104895

Force components x, y, z for each atom (eV/Å):
O 0.03 -0.30 0.14
H 0.17 0.29 0.00
H -0.18 -0.07 -0.17
O 0.00 0.25 0.23
H 0.06 -0.17 0.07
H -0.12 0.00 -0.32
C 0.01 -0.56 -1.02
C -1.02 -2.23 -0.11
C 0.55 1.58 -0.81
O 0.18 1.72 -0.23
H -0.02 -0.26 0.23
H -0.38 0.21 0.72
H 0.19 0.41 -0.22
H -0.25 0.25 0.21
H -0.35 -0.33 -0.04
H 0.22 -0.39 0.62
H 0.05 0.28 0.49
H 0.84 -0.68 0.20

Results
Lowest unoccupied orbital energy (spin up / spin down) in eV: -3.786 / -9.964
<S²>: 0.7543
Electronic energy in eV: -9437.329
2S+1: 2
Charge: +1
Energy relative to the best compared isomer or geometry (same formula, charge and spin) in kcal per mole: 16.82
HOMO level (spin up / spin down) in eV: -13.04 / -13.04
HOMO-LUMO gap (spin up / spin down) in eV: 9.253 / 3.076